223
Properties=species:S:1:pos:R:3:forces:R:3:lowdin_charge:R:1 method="wB97M-V/def2-TZVPD" charge=+1 energy_ev=-241456.426 gap_ev=9.01 largest_force_ev_per_a=3.87 de_lowest_ev=0.000 e_homo_ev=-10.8
C -0.45439 -5.44994 0.29825 0.7 0.0 -0.5 -0.11
O -0.12459 -5.15352 1.63492 0.9 -2.0 0.7 -0.19
C 0.38135 -6.41703 2.23463 -0.3 1.9 0.9 -0.12
C -0.19107 -6.55297 3.65298 0.4 1.4 -0.3 -0.07
N 0.38591 -5.47899 4.51332 0.1 -1.1 1.7 0.06
H 0.48235 -4.59291 4.02349 -0.2 0.7 -0.3 0.07
H -0.27538 -5.35167 5.31430 0.0 0.1 -0.5 0.12
C 1.76118 -5.81811 5.11599 -0.4 1.0 -1.6 -0.07
C 1.57936 -6.46088 6.44532 -0.1 0.1 0.5 -0.23
O 0.93053 -7.67861 6.19245 0.4 -0.2 0.4 -0.19
C 0.17703 -8.09837 7.30550 -1.5 1.8 0.3 -0.09
H -1.03974 -6.35975 0.23893 -0.2 -0.3 -0.1 0.09
H 0.42771 -5.58875 -0.40692 -0.6 0.3 0.9 0.11
H -1.06473 -4.65025 -0.03661 -0.4 0.8 -0.6 0.06
H 1.48521 -6.41726 2.14452 -0.5 -0.1 0.3 0.13
H -0.05219 -7.18693 1.67353 -0.2 -1.4 -0.9 0.09
H -0.06322 -7.44838 4.21241 0.7 -1.0 -0.2 0.12
H -1.26465 -6.43180 3.67777 -0.3 0.5 -0.5 0.11
H 2.28768 -4.85328 5.16027 0.0 -0.4 0.1 0.13
H 2.22665 -6.45424 4.34199 0.1 0.2 0.7 0.14
H 0.93707 -5.83439 7.08048 -0.1 0.1 -0.1 0.13
H 2.51347 -6.54690 7.03586 -0.1 -0.3 -0.5 0.14
H -0.27167 -9.03214 7.06942 -0.3 -0.8 -0.1 0.08
H -0.63337 -7.33288 7.52757 0.6 -0.9 -0.4 0.10
H 0.73833 -8.13802 8.21533 0.8 -0.4 0.5 0.08
C -1.60198 -2.06203 8.21894 1.3 -0.5 1.1 -0.09
O -1.40930 -0.74647 7.79187 0.1 0.8 -0.6 -0.17
C -0.51530 -0.65381 6.70819 -0.2 -0.4 -0.5 -0.18
C -1.13602 -0.54066 5.29610 1.1 -1.3 -1.8 -0.06
N -1.43625 0.87370 4.86463 0.0 0.1 0.7 0.05
H -1.05676 1.51112 5.60069 -0.8 -0.2 -0.6 0.17
H -0.95259 1.14298 4.01331 0.8 -0.3 -0.5 0.08
C -2.87660 1.16906 4.60565 -0.6 -0.3 1.1 -0.07
C -3.51589 1.47515 5.96397 0.8 0.8 -0.1 -0.17
O -2.57190 2.16837 6.77953 0.6 0.0 -2.0 -0.20
C -3.08376 2.45321 8.02224 -0.5 -0.4 1.2 -0.11
H -0.63835 -2.56972 8.45169 -0.2 0.3 -0.3 0.10
H -2.14912 -2.66579 7.55273 -0.7 -0.6 -1.0 0.03
H -2.12227 -2.04513 9.15348 -0.5 0.2 0.5 0.09
H 0.16904 -1.50415 6.74577 -0.1 -0.2 -0.3 0.12
H 0.13648 0.18438 6.87224 0.2 0.8 0.1 0.12
H -2.04515 -1.13800 5.12991 0.2 0.1 0.5 0.12
H -0.41851 -0.96563 4.46619 -1.0 0.8 1.9 0.14
H -3.36190 0.24597 4.20086 0.6 1.0 -0.1 0.14
H -2.94145 2.03679 3.94887 0.1 -0.2 -0.1 0.13
H -3.78653 0.57304 6.45414 -0.3 -1.1 0.5 0.12
H -4.39705 2.09939 5.87663 -0.3 0.1 -0.3 0.13
H -2.71203 3.40319 8.40422 0.3 -0.2 0.0 0.10
H -2.91031 1.59283 8.67078 0.4 0.2 0.5 0.10
H -4.15268 2.50936 7.95621 -0.9 0.4 0.1 0.08
C 3.57232 5.10524 -0.67704 -0.6 -3.1 -0.5 -0.10
O 3.26390 6.33993 -1.20650 -0.1 0.4 0.2 -0.22
C 2.03607 6.80123 -0.67533 1.3 2.4 -0.2 -0.19
C 1.08407 6.93305 -1.78495 -0.3 1.1 -1.2 -0.07
N 1.76570 7.31814 -3.10285 -0.4 -1.5 -0.9 0.08
H 2.64632 6.78666 -3.13862 -0.2 -0.2 0.4 0.13
H 1.18770 6.76155 -3.79547 0.8 1.0 0.2 0.16
C 2.17162 8.68995 -3.58007 -0.5 -0.6 0.6 -0.08
C 0.98522 9.55476 -3.83078 -0.2 1.2 0.3 -0.22
O 0.34725 9.65902 -2.58571 1.0 0.1 0.6 -0.22
C -0.80773 10.42922 -2.63952 -1.3 0.8 0.3 -0.10
H 2.83050 4.29862 -1.12948 1.3 1.3 1.1 0.13
H 3.49319 5.09597 0.42789 0.2 -0.1 -0.6 0.10
H 4.57770 4.80105 -1.01502 -0.3 0.3 0.3 0.09
H 2.27899 7.78566 -0.22244 -0.5 -0.5 0.1 0.15
H 1.53708 6.15479 0.00142 0.1 -0.7 1.2 0.12
H 0.29974 7.63465 -1.55104 -0.2 0.2 -0.2 0.13
H 0.65066 5.97806 -1.98277 -0.3 -0.7 -0.4 0.13
H 2.71686 8.53579 -4.48158 0.5 -0.3 -0.8 0.13
H 2.88178 9.10885 -2.85169 -0.6 0.0 0.0 0.15
H 0.27390 9.29599 -4.63640 0.3 -0.7 0.3 0.15
H 1.33880 10.54405 -4.14275 0.2 0.1 0.0 0.13
H -1.56622 9.71318 -2.94573 -0.8 0.5 -0.4 0.09
H -0.69767 11.28589 -3.35187 -0.2 -0.6 0.5 0.11
H -1.13026 10.83138 -1.63725 0.8 -0.5 -0.9 0.11
C 5.18782 0.17720 -5.09533 -1.7 -1.2 -0.8 -0.07
O 5.66521 1.48842 -5.25669 -0.3 -0.9 -0.3 -0.18
C 5.48527 2.18544 -4.05847 1.4 -0.9 0.4 -0.24
C 6.03646 3.54533 -4.28645 -0.2 0.2 0.4 -0.09
N 5.62274 3.91165 -5.63684 1.4 0.3 -1.0 0.06
H 5.78158 3.10931 -6.25875 0.2 0.1 0.1 0.18
H 4.64010 3.97202 -5.60173 -1.9 0.2 0.1 0.07
C 6.11165 5.17731 -6.20786 -0.6 1.1 -0.9 -0.10
C 6.46341 6.22718 -5.21522 -0.6 1.9 2.5 -0.18
O 5.38063 6.50672 -4.22264 1.1 -0.1 0.0 -0.24
C 5.85755 7.45777 -3.20468 -0.8 -1.9 0.6 -0.07
H 5.49249 -0.46148 -5.93420 0.3 0.4 0.3 0.10
H 4.06120 0.12035 -5.13013 0.9 0.4 0.2 0.11
H 5.47192 -0.28557 -4.14573 0.4 0.2 -0.1 0.07
H 6.10122 1.67113 -3.34223 0.3 -0.1 0.9 0.13
H 4.47483 2.20731 -3.70163 -0.4 -0.1 -0.1 0.10
H 7.11966 3.62346 -4.18177 -0.2 0.0 0.1 0.15
H 5.44966 4.17453 -3.64224 0.5 0.8 0.5 0.12
H 5.28244 5.60803 -6.79925 0.5 -0.7 -0.1 0.14
H 7.00186 4.99461 -6.81136 -0.2 0.0 -0.1 0.15
H 6.59249 7.23124 -5.64157 0.4 -0.6 -0.8 0.14
H 7.40316 5.99303 -4.69343 -0.3 0.0 0.2 0.12
H 5.96616 8.44702 -3.62460 0.2 0.3 -0.1 0.08
H 6.79501 7.04660 -2.80980 0.1 0.5 -0.1 0.09
H 5.14637 7.45451 -2.30935 0.6 0.0 -1.5 0.09
C -5.87064 -5.64776 -0.25520 -1.1 0.5 -2.2 -0.01
O -6.61024 -4.59254 -1.01555 0.2 -2.7 0.0 -0.19
C -6.70915 -3.42911 -0.30720 2.3 0.8 1.1 -0.27
C -7.01103 -2.29214 -1.21460 -0.6 -0.4 -0.7 -0.11
N -5.98657 -2.10751 -2.26476 1.6 -0.7 0.4 0.05
H -5.77554 -1.11168 -2.41391 -0.4 0.3 0.0 0.10
H -5.06505 -2.45599 -1.90070 -0.5 0.3 -0.1 0.12
C -6.17542 -2.83483 -3.55644 -2.0 0.3 0.8 -0.08
C -6.85344 -1.94649 -4.58562 1.1 -0.6 -0.7 -0.17
O -5.90411 -0.87639 -4.79465 -1.7 -0.4 0.2 -0.21
C -6.51612 0.31994 -5.26202 -0.5 -0.2 1.2 -0.08
H -5.92069 -6.58805 -0.87377 0.2 1.1 0.5 0.11
H -6.36763 -5.84402 0.68959 0.2 0.2 0.3 0.08
H -4.86487 -5.24057 -0.20551 0.3 -0.4 0.5 0.08
H -5.68057 -3.21760 0.14733 -1.1 0.0 -0.1 0.13
H -7.44136 -3.44075 0.49767 -0.2 -0.2 0.2 0.14
H -7.11737 -1.41911 -0.61295 0.1 0.8 0.1 0.11
H -7.94209 -2.49450 -1.72389 -0.5 0.1 -0.2 0.14
H -6.75003 -3.71301 -3.25177 0.2 -0.1 -0.7 0.13
H -5.20753 -3.05696 -3.88014 1.2 -0.8 -0.6 0.09
H -7.86369 -1.69812 -4.28106 -0.1 1.0 0.4 0.12
H -7.04011 -2.50000 -5.53352 0.5 0.1 0.4 0.14
H -6.94238 0.19635 -6.23636 0.2 0.0 -1.0 0.07
H -5.75635 1.09944 -5.20071 -0.3 0.0 -0.2 0.10
H -7.39827 0.55175 -4.63319 0.6 0.3 0.1 0.09
C 1.93208 -2.53521 -5.34922 -0.2 0.6 1.4 -0.06
O 2.60284 -2.51365 -4.09348 0.2 0.2 1.2 -0.23
C 1.79383 -1.92162 -3.05235 -0.4 0.2 -1.8 -0.18
C 2.54847 -1.95661 -1.75472 -0.1 0.0 -0.3 -0.08
N 2.99676 -3.40280 -1.63076 0.0 0.5 -1.2 0.08
H 2.15969 -4.02797 -1.55792 0.7 0.7 -0.6 0.20
H 3.56244 -3.53350 -2.52176 -1.0 -0.3 1.0 0.18
C 3.81509 -3.66530 -0.46079 -0.1 -0.8 1.5 -0.14
C 4.99062 -2.75849 -0.43004 0.7 0.7 -1.6 -0.16
O 5.57408 -2.87389 -1.78047 -0.5 -0.2 2.1 -0.21
C 6.72646 -2.06381 -1.88489 -1.3 0.5 -0.9 -0.10
H 2.65164 -2.99154 -5.96789 0.6 -0.5 -1.2 0.07
H 1.74745 -1.47424 -5.65052 -0.4 -1.0 -0.1 0.11
H 1.06378 -3.20057 -5.22261 -0.1 0.6 -0.6 0.10
H 0.78369 -2.39343 -3.07310 0.8 0.0 0.6 0.10
H 1.61207 -0.90064 -3.36702 -0.1 0.6 0.3 0.13
H 1.93516 -1.60029 -0.93655 -0.4 -0.6 0.3 0.10
H 3.41762 -1.26872 -1.69352 -0.3 -0.8 -0.7 0.13
H 4.08040 -4.73006 -0.40122 0.0 0.3 -0.3 0.16
H 3.14626 -3.43776 0.35451 0.2 -0.1 0.5 0.07
H 5.74869 -3.00598 0.33161 -0.5 0.0 -0.2 0.15
H 4.61472 -1.71480 -0.28875 0.7 -0.6 0.2 0.12
H 7.12010 -2.36014 -2.84468 0.8 0.1 -0.1 0.09
H 7.40305 -2.19403 -1.04777 0.2 0.0 0.0 0.09
H 6.35098 -1.02286 -1.98440 0.7 -0.1 0.3 0.08
C -3.47873 -2.63001 2.14973 -1.3 0.6 0.4 -0.08
O -2.65090 -1.55431 2.56740 0.2 0.1 -0.5 -0.19
C -1.39076 -1.71106 1.97142 0.8 1.3 0.2 -0.20
C -1.23864 -1.29519 0.51539 -0.4 -2.2 -0.8 -0.13
N -1.62452 0.08478 0.28153 0.9 1.1 1.2 0.06
H -2.67344 0.24418 0.36628 0.6 -0.2 -0.1 0.12
H -1.06957 0.57154 1.00797 -0.7 0.5 0.0 0.14
C -1.13509 0.60454 -1.00169 -0.5 1.1 -2.2 -0.09
C 0.14459 1.46039 -0.88383 -0.7 -2.7 0.4 -0.15
O 1.05211 0.50388 -0.33885 0.8 -0.5 -0.6 -0.23
C 2.31784 1.06670 -0.00919 -0.8 -0.5 -0.5 -0.06
H -3.00465 -3.55777 2.49076 -0.4 0.0 -0.4 0.07
H -3.68615 -2.54508 1.06399 0.3 -0.4 0.4 0.07
H -4.45224 -2.46762 2.67304 0.7 -0.4 -0.3 0.11
H -0.95696 -2.67884 2.18073 -0.1 -0.6 -0.3 0.11
H -0.69044 -1.01809 2.46608 -0.3 0.0 0.3 0.10
H -1.71525 -1.87682 -0.29028 -0.2 0.0 0.9 0.09
H -0.18211 -1.38791 0.31969 0.4 0.2 0.0 0.10
H -1.93473 1.25317 -1.41570 0.3 -0.4 0.2 0.13
H -0.98709 -0.22930 -1.75134 -0.1 0.9 1.2 0.13
H 0.06368 2.27197 -0.18778 -0.3 0.8 0.1 0.09
H 0.41533 1.74125 -1.89907 0.2 0.4 -0.1 0.13
H 2.13319 1.61717 0.87798 0.6 0.4 0.8 0.05
H 2.59844 1.72433 -0.81859 0.5 0.4 -0.3 0.08
H 3.08694 0.28989 0.10400 -0.4 0.1 0.2 0.09
C 1.94483 3.47902 3.11951 -1.4 0.1 1.7 -0.65
F 2.14306 4.76323 3.45460 -0.1 0.1 -0.4 0.12
F 2.75555 3.17097 2.12291 0.3 0.1 -0.3 0.12
F 2.28920 2.76309 4.19792 0.2 -0.2 -0.1 0.12
S 0.12467 3.11130 2.68191 2.6 -2.2 -1.2 0.54
O 0.22170 1.59834 2.62147 -0.7 2.2 -0.4 -0.37
O -0.76419 3.54230 3.70454 -0.4 0.6 0.8 -0.27
O 0.10853 3.79366 1.40442 -0.6 -0.1 0.0 -0.32
C 1.34720 3.42305 -6.56574 -0.3 1.3 -1.1 -0.64
F 2.01562 3.11402 -7.69199 0.9 0.8 0.1 0.12
F 0.30108 4.20026 -6.93869 0.5 0.1 0.2 0.11
F 0.85394 2.27958 -6.19339 -0.5 -1.1 1.6 0.16
S 2.36191 4.35456 -5.22143 -0.8 -1.8 -3.3 0.48
O 1.33942 4.87092 -4.40442 -1.7 1.1 2.1 -0.27
O 3.12817 3.24999 -4.71018 0.4 -0.2 0.7 -0.31
O 3.13914 5.34237 -5.92290 0.5 0.3 -0.3 -0.28
C -6.21522 1.88340 0.36106 -0.6 -0.2 -0.1 -0.64
F -6.94432 0.95075 1.04997 0.6 0.9 -0.7 0.10
F -7.01082 2.61858 -0.42072 -0.6 0.0 0.4 0.12
F -5.67181 2.71097 1.24704 0.4 -0.3 0.1 0.14
S -5.07802 1.10061 -0.85834 0.2 -2.0 0.6 0.55
O -4.24621 0.15967 -0.06248 -0.8 0.9 -0.5 -0.32
O -6.03108 0.39597 -1.71410 0.3 0.8 0.5 -0.31
O -4.37892 2.16941 -1.48466 0.6 0.7 -0.1 -0.27
C -4.25057 -5.69875 4.93243 0.1 -0.1 0.3 -0.73
F -5.14804 -4.98322 4.28942 -0.4 1.5 -0.7 0.14
F -4.95052 -6.43120 5.76313 -0.2 -0.8 1.5 0.15
F -3.73332 -6.53129 4.04695 1.1 -0.8 -1.0 0.13
S -2.93770 -4.69738 5.79232 -0.2 0.1 -1.1 0.50
O -1.95880 -5.66195 6.28293 0.5 -0.2 -0.6 -0.33
O -2.43406 -3.84211 4.69391 -0.4 -0.7 1.6 -0.32
O -3.71152 -4.13242 6.85738 -0.1 0.9 0.0 -0.29
C 2.76263 -1.26844 3.50056 1.5 0.1 -0.4 -0.65
F 1.85306 -0.36135 3.28227 -1.4 0.8 0.5 0.13
F 3.85451 -0.76435 2.87688 0.6 -0.6 0.1 0.10
F 3.04106 -1.34393 4.82546 -0.3 -0.2 -0.9 0.12
S 2.12844 -2.82557 2.71835 0.5 0.5 1.8 0.54
O 1.11581 -3.01745 3.77911 0.4 -0.6 -1.4 -0.32
O 1.67558 -2.33911 1.43561 -0.3 -0.2 -0.2 -0.30
O 3.20309 -3.80877 2.62646 -0.8 0.4 0.4 -0.30
C -2.26718 -1.97696 -4.03073 -1.7 0.8 -1.2 -0.59
F -1.76119 -0.76102 -3.68564 -0.6 -0.9 -0.1 0.10
F -3.57647 -1.81576 -4.45042 1.7 0.3 0.5 0.07
F -1.59549 -2.36323 -5.11327 0.3 -0.4 0.4 0.14
S -2.33330 -3.16350 -2.63698 -0.1 -1.5 0.0 0.50
O -2.77674 -4.45242 -3.17255 0.0 1.9 0.4 -0.29
O -0.95351 -3.17950 -2.20031 0.4 0.2 0.4 -0.34
O -3.24874 -2.46554 -1.71909 0.4 -0.6 -0.7 -0.33